Entry P
The following is a DFT calculation (ωB97M-V/def2-TZVPD) of 11 unconnected molecules or ions with the total composition H21O11.

Computed properties:
**Charge**: -1
**Gap between HOMO and LUMO**: 9.421 eV
**Multiplicity**: 1

Last column: Mulliken charge in e.
Cartesian coordinates (Å):
O 0.86 0.57 -0.27  -1.0196
H 0.96 -0.22 0.25  0.0972
H -0.37 1.03 -0.89  0.4759
O -1.13 1.64 -1.34  -0.8107
H -2.81 -0.22 -3.67  0.3120
H 0.88 -1.77 -0.88  0.3161
O -1.60 1.19 3.26  -0.6656
H -2.90 -0.27 -2.03  0.3620
H 0.87 1.58 1.36  0.4785
O 1.93 2.65 -1.37  -0.7062
H 2.72 2.32 -1.80  0.2605
H 0.23 -4.22 1.29  0.3286
O -0.02 -0.63 -3.40  -0.6775
H 3.18 -0.06 2.14  0.3332
H 1.44 1.96 -0.83  0.4132
O 0.99 1.32 2.30  -0.7323
H 1.88 1.54 2.55  0.2466
H 0.01 -2.41 -1.91  0.3124
O 0.46 -2.60 -1.09  -0.6338
H -1.26 0.39 3.65  0.2919
O -2.76 -0.73 -2.87  -0.7285
H -0.75 1.52 2.90  0.3729
H -2.62 0.74 0.98  0.3225
O -3.14 0.82 0.17  -0.7443
H -2.43 1.15 -0.42  0.4529
H -0.62 2.45 -1.32  0.2717
O 3.92 -0.51 2.57  -0.6451
H -0.90 -0.44 -3.00  0.3646
H 3.62 -1.42 2.55  0.3137
O -0.17 -4.11 2.16  -0.6592
H 0.38 0.20 -3.10  0.3742
H -0.85 -3.44 2.06  0.3220

Entry Q
The following is a DFT calculation (ωB97M-V/def2-TZVPD) of a molecular structure, H21O11.

Computed properties:
**Charge**: -1
**Gap between HOMO and LUMO**: 9.520 eV
**Multiplicity**: 1

Last column: Mulliken charge in e.
Cartesian coordinates (Å):
O 3.40 -0.91 1.19  -0.7767
H 2.66 -1.58 1.18  0.4498
H -3.97 2.62 -0.68  0.2666
O -3.55 1.80 -0.42  -0.6719
H 0.26 3.01 -2.82  0.3188
H -0.93 -2.63 3.30  0.3503
O 3.06 1.57 -0.14  -0.5950
H -0.20 1.66 -3.34  0.3324
H 0.99 -1.63 -0.22  0.5231
O 0.57 -0.49 -1.19  -0.8778
H 1.26 0.18 -1.22  0.1809
H -0.60 0.05 2.71  0.3389
O 0.03 2.46 1.34  -0.6571
H -1.64 1.05 -1.92  0.2398
H 3.30 -0.73 0.25  0.2519
O 1.26 -2.25 0.52  -0.6519
H 0.76 -2.95 0.91  0.1703
H -1.16 -3.69 2.33  0.2913
O -1.63 -3.23 3.02  -0.6288
H 3.35 0.88 0.47  0.3759
O 0.25 2.47 -3.60  -0.6402
H 3.15 2.44 0.23  0.2790
H -1.97 -1.91 -2.22  0.2951
O -1.25 -2.40 -2.65  -0.6553
H -0.47 -2.04 -2.19  0.3684
H -2.60 1.62 -0.55  0.4727
O -1.00 1.31 -1.25  -1.0652
H 0.76 1.88 1.12  0.3211
H -0.33 0.25 -1.24  0.4330
O -1.11 -0.47 3.34  -0.6621
H -0.69 2.15 0.78  0.3014
H -1.98 -0.48 2.96  0.3212

Entry R
The following is a DFT calculation (ωB97M-V/def2-TZVPD) of a molecular structure, H21O11.

Computed properties:
**Charge**: -1
**Gap between HOMO and LUMO**: 9.515 eV
**Multiplicity**: 1

Last column: Mulliken charge in e.
Cartesian coordinates (Å):
O -1.07 4.47 2.03  -0.6670
H -0.28 4.20 1.55  0.3508
H 1.20 -2.73 2.10  0.3117
O 1.89 -2.15 1.79  -0.6575
H -3.51 0.39 -0.24  0.3701
H 0.52 2.30 -0.04  0.4455
O -0.40 -0.22 2.39  -0.7613
H -2.26 -0.49 -0.14  0.1676
H -0.69 0.70 -1.17  0.4871
O -0.13 -0.19 -1.83  -0.9348
H -0.78 -0.82 -2.15  0.2367
H 2.28 -1.89 -1.83  0.4142
O -2.48 -1.76 3.45  -0.6305
H 0.39 -1.84 -1.19  0.3613
H -1.75 3.91 1.64  0.3114
O -0.91 1.52 -0.33  -0.8481
H -1.00 0.85 0.35  0.0817
H 1.84 3.04 -0.41  0.2891
O 1.30 2.78 0.34  -0.7085
H -0.97 -0.32 1.62  0.4492
O -3.19 -0.44 0.11  -0.6208
H 0.43 -0.17 1.89  0.3776
H 2.55 0.73 -2.48  0.3475
O 2.16 1.53 -2.87  -0.6536
H 1.25 1.19 -2.94  0.3179
H 1.97 -2.16 0.84  0.3292
O 0.42 -2.79 -1.44  -0.6971
H -2.08 -2.54 3.85  0.2917
H 0.31 -2.88 -2.39  0.3378
O 2.54 -1.87 -2.75  -0.6893
H -1.65 -1.26 3.30  0.3497
H 2.09 -1.07 -3.05  0.2406

According to the calculations, the structures order from most to least stable as entry P, entry Q, entry R.

Entry P
The following is a DFT calculation (ωB97M-V/def2-TZVPD) of 11 unconnected molecules or ions with the total composition H21O11.

Computed properties:
**Charge**: -1
**Gap between HOMO and LUMO**: 9.253 eV
**Multiplicity**: 1

Last column: Mulliken charge in e.
Cartesian coordinates (Å):
O -0.64 0.22 -0.24  0.3039
H 0.30 0.10 -0.01  0.0971
O 0.80 1.14 -2.44  -0.7400
H 0.25 0.97 -1.64  0.3565
H 1.09 0.27 -2.71  0.3565
O -2.07 0.72 1.96  -0.6941
H -1.56 0.57 1.18  0.0326
H -2.37 1.60 1.85  0.3377
O 2.57 -2.32 0.63  -0.5976
H 2.88 -2.47 1.49  0.2771
H 2.22 -1.38 0.70  0.3544
O 0.26 -1.87 -1.86  -0.7447
H 0.32 -2.34 -1.05  0.3542
H -0.09 -1.05 -1.49  0.2066
O -0.06 2.75 0.56  -0.6678
H 0.92 2.68 0.72  0.2537
H -0.28 1.90 0.14  0.2765
O -2.31 1.22 -2.09  -0.6846
H -1.68 0.92 -1.39  -0.0285
H -2.01 0.64 -2.84  0.3703
O -2.82 -1.24 -0.65  -0.6857
H -2.07 -0.61 -0.62  0.1471
H -2.94 -1.57 0.23  0.3170
O 0.73 0.63 2.77  -0.6442
H 1.18 1.44 2.54  0.2577
H -0.04 0.57 2.22  0.3691
O -0.21 -2.08 0.84  -0.6990
H -0.09 -2.07 1.77  0.3083
H -0.51 -1.17 0.49  0.2311
O 2.54 0.27 -0.27  -0.5048
H 2.98 0.49 -1.05  0.2416
H 2.71 1.07 0.26  0.2422

Entry Q
The following is a DFT calculation (ωB97M-V/def2-TZVPD) of 11 unconnected molecules or ions with the total composition H21O11.

Computed properties:
**Charge**: -1
**Gap between HOMO and LUMO**: 9.905 eV
**Multiplicity**: 1

Last column: Mulliken charge in e.
Cartesian coordinates (Å):
O 0.98 2.11 -0.43  -0.6458
H 1.51 1.39 -0.87  0.3466
H 0.30 1.58 -0.23  0.4207
O -2.52 -0.65 2.23  -0.6803
H -1.68 -0.46 2.50  0.2920
H -2.62 -0.95 1.31  0.4030
O 1.61 -0.36 -1.28  -0.5211
H 0.67 -0.99 -1.17  0.1658
H 1.61 -0.27 -2.25  0.2720
O -0.73 0.37 0.19  -0.8468
H -0.94 -0.27 -0.71  0.4037
H -1.66 0.56 0.61  0.2396
O -1.92 -3.67 -2.44  -0.6459
H -1.43 -2.86 -2.25  0.3649
H -2.75 -3.28 -2.53  0.2781
O 1.80 -1.53 1.38  -0.5966
H 1.84 -0.66 1.55  0.2726
H 4.55 -0.07 0.00  0.2959
O 4.42 -0.15 -0.98  -0.6399
H 3.55 0.32 -1.24  0.3434
O -0.94 -1.22 -1.76  -0.9410
H 1.14 -1.50 0.80  0.3248
H -1.29 -0.63 -2.30  0.1170
O -2.98 -2.19 0.25  -0.7051
H -2.02 -2.21 0.01  0.3426
H -3.06 -3.08 0.82  0.3548
O 1.65 2.67 3.04  -0.6802
H 1.43 1.73 3.04  0.3077
H 1.38 2.75 2.04  0.3723
O -0.46 4.97 0.21  -0.6193
H -1.20 4.39 -0.20  0.3390
H -0.23 4.14 0.67  0.2655

According to the calculations, the structures order from most to least stable as entry P, entry Q.

Entry P
The following is a DFT calculation (ωB97M-V/def2-TZVPD) of a single C2H6BrP molecule.

Computed properties:
**SMILES string**: CC=[PH2]Br
**Gap between HOMO and LUMO (spin up / spin down)**: 7.260 / 7.292 eV
**Multiplicity**: 1

Last column: Mulliken charge in e.
Cartesian coordinates (Å):
C 0.28 0.68 0.91  -0.9783
C -0.21 0.37 -0.47  -0.1528
P -1.23 -1.04 -0.74  0.1421
Br -3.49 -2.47 -0.42  -0.4449
H -0.53 0.63 1.64  0.3022
H 0.70 1.68 0.96  0.2968
H 1.04 -0.04 1.23  0.3141
H -0.56 1.24 -1.02  0.2758
H -1.23 -1.18 -2.11  0.1269
H -0.46 -2.10 -0.32  0.1182

Entry Q
The following is a DFT calculation (ωB97M-V/def2-TZVPD) of a single C2H6BrP molecule.

Computed properties:
**SMILES string**: CC=[PH2]Br
**Gap between HOMO and LUMO (spin up / spin down)**: 7.525 / 7.068 eV
**Multiplicity**: 1

Last column: Mulliken charge in e.
Cartesian coordinates (Å):
C 1.48 -0.01 -0.47  -0.8876
C 0.50 0.06 0.66  -0.1682
P -1.24 -0.03 0.30  0.0565
Br -3.65 -1.13 0.35  -0.4132
H 0.99 -0.73 -1.18  0.2904
H 2.55 -0.37 -0.16  0.2912
H 1.52 1.01 -1.00  0.2623
H 0.84 -0.46 1.52  0.3165
H -1.73 1.08 1.03  0.1353
H -1.26 0.58 -1.04  0.1168

According to the calculations, the structures order from most to least stable as entry P, entry Q.

Entry P
The following is a DFT calculation (ωB97M-V/def2-TZVPD) of 2 unconnected molecules or ions with the total composition CH3FOS.

Computed properties:
**SMILES string**: O=CS.F
**Gap between HOMO and LUMO**: 11.001 eV
**Multiplicity**: 1

Last column: Mulliken charge in e.
Cartesian coordinates (Å):
C 0.69 -0.78 0.53  0.1153
O -0.48 -1.00 0.38  -0.4900
F -2.19 0.97 -0.51  -0.4091
S 1.50 0.69 -0.22  -0.1931
H 1.22 -1.54 1.10  0.3684
H -1.68 0.34 -0.05  0.4220
H 0.39 1.18 -0.94  0.1866

Entry Q
The following is a DFT calculation (ωB97M-V/def2-TZVPD) of a single CH3FOS molecule.

Computed properties:
**SMILES string**: FCOS
**Gap between HOMO and LUMO**: 9.872 eV
**Multiplicity**: 1

Last column: Mulliken charge in e.
Cartesian coordinates (Å):
C -0.84 0.36 0.10  0.0748
O 0.69 0.58 -0.51  -0.3547
F -1.28 -0.80 -0.36  -0.1981
S 1.85 -0.25 0.28  -0.0589
H -0.75 0.35 1.18  0.2394
H -1.38 1.20 -0.34  0.1637
H 1.72 -1.44 -0.35  0.1338

According to the calculations, the structures order from most to least stable as entry P, entry Q.